(1)
{"formula": "C14H47ClN3O12", "method": "ωB97M-V with the def2-TZVPD basis set", "lumo_ev": 2.47, "total_charge": -1, "orbital_gap_ev": 9.225, "e_homo_ev": -6.8, "de_lowest_kj_mol": 0.0, "e_tot_ev": -56836.5941, "symbols": ["Cl", "O", "O", "O", "O", "O", "H", "H", "O", "H", "H", "O", "H", "H", "O", "H", "H", "C", "C", "C", "O", "C", "N", "H", "H", "H", "H", "H", "H", "H", "H", "H", "H", "H", "C", "C", "C", "O", "C", "N", "H", "H", "H", "H", "H", "H", "H", "H", "H", "H", "H", "C", "C", "C", "O", "C", "N", "H", "H", "H", "H", "H", "H", "H", "H", "H", "H", "H", "C", "C", "O", "H", "H", "H", "H", "H", "H"], "xyz": [[-1.54990, -0.01650, 1.77872], [-1.47373, -1.35112, 2.32100], [-2.80740, 0.13087, 1.07915], [-1.58002, 0.91387, 2.89837], [-0.41901, 0.26025, 0.93513], [-3.22851, 0.51634, 5.38302], [-3.34549, 1.38600, 5.78104], [-2.61240, 0.66845, 4.63907], [-5.59115, -0.48872, 0.93357], [-6.04174, 0.33895, 1.12923], [-4.64024, -0.25584, 0.93586], [0.88055, -2.95703, 1.13217], [0.87766, -3.10926, 2.09714], [0.71801, -2.00474, 1.07278], [0.80554, -2.89088, 3.99945], [1.55145, -2.82475, 4.60735], [0.30248, -2.06498, 4.10106], [4.98357, 0.17891, -1.86051], [4.03679, -0.14407, -2.99927], [2.65952, 0.31775, -2.67392], [2.70530, 1.65603, -2.18285], [1.47573, 2.08405, -1.70453], [4.58881, 0.53104, -4.20584], [5.27862, 1.22666, -1.93101], [5.87880, -0.44448, -1.86496], [4.52761, 0.02829, -0.87834], [4.10184, -1.20877, -3.21753], [2.32809, -0.29855, -1.80997], [1.98198, 0.19272, -3.51920], [0.78435, 2.37333, -2.51166], [1.50368, 2.98409, -1.08905], [1.09361, 1.26854, -1.08038], [3.90414, 0.52058, -4.95741], [4.76655, 1.50935, -3.99705], [-2.25787, -0.80467, -5.22970], [-2.05004, -1.35063, -3.81500], [-0.69355, -1.03030, -3.25960], [0.28811, -1.29358, -4.22691], [0.46130, -2.66110, -4.47566], [-3.11741, -0.80358, -2.94580], [-2.18055, 0.28216, -5.11800], [-3.24763, -1.07553, -5.58806], [-1.49892, -1.13963, -5.93134], [-2.18458, -2.44986, -3.77823], [-0.44610, -1.56543, -2.33908], [-0.60479, 0.04446, -3.09866], [1.29282, -3.06926, -3.88900], [0.72634, -2.80198, -5.53842], [-0.44681, -3.26609, -4.38396], [-2.97482, -0.91142, -1.95344], [-4.02174, -1.14796, -3.22514], [2.45668, 3.20516, 4.79196], [1.27635, 4.12630, 4.96994], [0.32627, 4.02753, 3.81553], [0.82444, 4.62721, 2.66010], [1.42206, 3.77057, 1.70406], [0.55534, 3.96901, 6.23042], [3.04109, 3.46560, 3.90479], [2.15292, 2.16118, 4.64378], [3.12595, 3.23796, 5.65820], [1.65885, 5.14620, 4.85177], [-0.54209, 4.63758, 4.09606], [-0.07424, 3.02680, 3.59809], [2.05633, 2.99252, 2.11385], [1.89967, 4.49203, 1.03733], [0.62266, 3.35365, 1.07445], [0.15565, 3.03090, 6.28512], [1.21109, 4.01074, 7.00734], [-2.36434, -4.53275, -0.77045], [-3.34949, -4.12177, 0.29729], [-4.60141, -3.65481, -0.26554], [-2.82996, -5.19739, -1.49927], [-1.54988, -5.09120, -0.28370], [-1.84571, -3.69693, -1.23925], [-2.87471, -3.33802, 0.90495], [-3.56527, -4.92727, 1.00670], [-4.67703, -2.70276, -0.13819]]}


(2)
{"formula": "C14H48N2O10", "method": "ωB97M-V with the def2-TZVPD basis set", "smiles": "NC(N)=O.CCO.CCO.CCO.CCO.CO.CO.CO.CO.CO", "lumo_ev": -0.13, "total_charge": 0, "orbital_gap_ev": 8.870, "e_homo_ev": -9.0, "de_lowest_kj_mol": 326.5, "e_tot_ev": -38744.7758, "symbols": ["N", "C", "N", "O", "H", "H", "H", "H", "C", "C", "O", "H", "H", "H", "H", "H", "H", "C", "C", "O", "H", "H", "H", "H", "H", "H", "C", "C", "O", "H", "H", "H", "H", "H", "H", "C", "C", "O", "H", "H", "H", "H", "H", "H", "C", "O", "H", "H", "H", "H", "C", "O", "H", "H", "H", "H", "C", "O", "H", "H", "H", "H", "C", "O", "H", "H", "H", "H", "C", "O", "H", "H", "H", "H"], "xyz": [[-0.38900, -19.31400, -11.48600], [-0.67300, -19.74700, -10.25000], [-1.46300, -18.76400, -9.89400], [-0.76000, -21.07300, -9.90400], [-0.45100, -20.16800, -12.04300], [0.64100, -19.25400, -11.53400], [-2.12900, -19.08100, -9.12000], [-0.99400, -18.03800, -9.27800], [1.37600, -18.97700, -7.73500], [1.02100, -17.58500, -8.22800], [-0.28400, -17.48500, -7.88300], [2.43300, -19.15600, -7.85700], [0.78700, -19.88200, -8.01400], [1.19900, -19.03600, -6.61600], [1.13600, -17.50000, -9.30700], [1.62700, -16.87100, -7.72600], [-0.39700, -16.94500, -7.06200], [-2.18300, -24.87900, -4.77400], [-3.36300, -23.94400, -4.79800], [-2.97100, -22.74000, -4.19100], [-2.39400, -25.76000, -5.39200], [-1.82200, -25.24000, -3.77500], [-1.32400, -24.49700, -5.32400], [-4.19500, -24.34000, -4.32600], [-3.73500, -23.81500, -5.83400], [-2.68000, -22.10900, -4.87900], [-2.11100, -19.68600, -4.39600], [-1.45100, -20.06600, -5.70100], [-1.67900, -21.35200, -6.10600], [-1.88000, -20.37500, -3.50900], [-3.18800, -19.53800, -4.44300], [-1.73900, -18.69800, -4.01700], [-0.38600, -20.10400, -5.56300], [-1.72600, -19.34700, -6.43900], [-1.02600, -21.68500, -6.69000], [1.23700, -23.13300, -10.86100], [2.63200, -22.73700, -10.32200], [2.45700, -21.67700, -9.43400], [1.30200, -23.99100, -11.49900], [0.77700, -22.27000, -11.39300], [0.48200, -23.41200, -10.09300], [3.29600, -22.44200, -11.14300], [3.03700, -23.66100, -9.82800], [3.34500, -21.38000, -9.21300], [2.73600, -21.15700, -5.53300], [3.21300, -21.86700, -4.35300], [1.65700, -20.96000, -5.39100], [2.90000, -21.67300, -6.50900], [3.35200, -20.27000, -5.51000], [4.06500, -22.33500, -4.45300], [0.88500, -23.74000, -7.42900], [0.29800, -22.52200, -7.41400], [0.34400, -24.23600, -8.24400], [0.62800, -24.19100, -6.48300], [1.93600, -23.70000, -7.56600], [0.56300, -22.11900, -8.24900], [-2.86300, -23.44500, -9.03100], [-2.06000, -23.44600, -10.20300], [-2.59000, -24.22100, -8.26000], [-3.89300, -23.62200, -9.29000], [-2.79800, -22.46100, -8.57000], [-1.39400, -22.78300, -10.09900], [4.99100, -23.63100, -6.97300], [5.40400, -22.86500, -5.84000], [4.36300, -24.51200, -6.74000], [5.85200, -24.06500, -7.46600], [4.46700, -23.04100, -7.66900], [5.81100, -21.97600, -6.05500], [2.73700, -25.63200, -4.01800], [1.86400, -24.55900, -4.14300], [2.87300, -25.93900, -2.90400], [3.71600, -25.37700, -4.41200], [2.33700, -26.47500, -4.60300], [2.30900, -23.72900, -4.34300]]}